# C16H20B2F20O8Sn2

A molecular structure, C16H20B2F20O8Sn2 (wB97M-V/def2-TZVPD, the Open Molecules 2025 dataset).

Properties
spin multiplicity	1
energy relative to the best compared isomer or geometry (same formula, charge and spin)	125.82	kJ/mol
charge	+2
E	-100656.447	eV

Atoms and positions in Å:
1 Sn -3.46897 -0.15793 0.62145
2 Sn -1.33992 -3.74821 -1.98721
3 F 1.89776 -4.68708 -4.99312
4 F -2.35743 -3.47044 6.62552
5 F -0.89092 4.56199 -0.81707
6 F -2.99738 -3.36067 4.58078
7 F -3.13552 -2.77718 -0.92836
8 F 0.55596 -1.77049 1.36904
9 F 3.82110 -4.69288 -4.00735
10 F -1.55800 -4.89028 5.19288
11 F -4.22609 3.15887 -4.33840
12 F -3.56743 1.15391 -4.83410
13 F -1.99716 5.18528 0.95464
14 F -1.69420 -1.89849 0.85607
15 F -4.25097 -1.11808 -2.08666
16 F -0.23158 -1.64347 -0.82606
17 F 3.40115 -3.30130 -5.63234
18 F -0.54536 0.05633 0.59308
19 F -5.12619 1.49732 -3.32065
20 F -3.17065 -2.99845 -3.14427
21 F -1.98725 -1.32730 -2.20739
22 F 0.01521 5.90379 0.61001
23 O 0.35563 -2.97856 5.40508
24 O -1.74391 1.67952 -3.11157
25 O -1.11235 -1.54609 4.51876
26 O -3.26633 2.44601 -1.62345
27 O 0.77506 3.71457 1.86891
28 O 3.32182 -2.23797 -2.95587
29 O -1.06370 2.60992 1.19313
30 O 1.20336 -2.86293 -3.20842
31 C -2.93540 2.04422 -2.71797
32 C -1.94427 -3.64200 5.36800
33 C 4.26640 -0.45679 -1.68382
34 C -3.98626 1.94209 -3.85717
35 C 0.55109 2.26645 -2.80265
36 C -0.66753 1.66048 -2.14299
37 C 2.33722 1.86768 1.71930
38 C -0.05561 -0.66301 4.16786
39 C -0.34235 3.57877 1.21953
40 C 2.90418 -3.91197 -4.56949
41 C 2.38089 -2.92929 -3.50720
42 C -0.75878 -2.69336 5.10007
43 C -0.78645 4.86843 0.49383
44 C 2.98311 -1.18810 -2.01416
45 C 1.33731 2.59500 2.59425
46 C 0.47464 0.19970 5.31815
47 B -0.44419 -1.33730 0.53743
48 B -3.19960 -1.99527 -2.14560
49 H 4.94931 -0.46781 -2.52911
50 H -0.93284 2.17941 -1.22872
51 H 0.38349 3.32088 -3.00865
52 H 2.29139 -0.50363 -2.51382
53 H 0.74963 -1.24954 3.73197
54 H 4.01213 0.55790 -1.37669
55 H -0.46236 0.61672 -1.91654
56 H 2.82777 1.07839 2.28909
57 H 0.49913 -0.30050 6.28733
58 H 1.53711 0.39061 5.15534
59 H 0.50934 2.02492 3.00613
60 H 1.84725 1.43503 0.84620
61 H -0.34634 0.06139 3.40582
62 H 1.89865 3.04130 3.41304
63 H 2.40669 -1.58050 -1.17659
64 H 3.10510 2.59082 1.44800
65 H 0.83788 1.67787 -3.67582
66 H -0.10405 1.11449 5.42478
67 H 1.45329 2.18812 -2.18879
68 H 4.80728 -0.88134 -0.83740

# C16H20BaN2OP

A molecular structure, C16H20BaN2OP (wB97M-V/def2-TZVPD, the Open Molecules 2025 dataset).

Properties
spin multiplicity	1
charge	-1
E	-31912.991	eV

Atoms and positions in Å:
1 Ba 0.21021 0.19242 -2.88974
2 P 0.36558 2.57916 -2.22397
3 O -0.05304 -0.35686 -0.41028
4 N -1.22056 0.59414 2.66117
5 N -0.33958 -0.13172 1.89636
6 C -0.03141 -1.24769 -6.12338
7 C 0.72793 -1.76539 3.43594
8 C -0.12909 -2.09418 -4.98169
9 C 0.03371 -1.75762 -3.71525
10 C 3.09418 -1.60060 1.96272
11 C -3.11879 2.19840 2.31941
12 C -0.65707 0.16783 0.58444
13 C 0.29501 0.13375 -6.06126
14 C -2.04342 1.30554 1.83723
15 C -1.22026 0.68349 4.11696
16 C 0.53065 0.85722 -4.97663
17 C 3.03717 -2.41591 3.09248
18 C 1.85161 -2.49800 3.82158
19 C 1.97341 -0.87143 1.57473
20 C 0.76848 -0.92401 2.30587
21 C -1.72267 1.09656 0.54426
22 H -0.30580 -3.16330 -5.18627
23 H 1.43827 2.88065 -1.38580
24 H -2.18012 0.29433 4.50647
25 H -3.85861 1.62432 2.90615
26 H 4.01907 -1.52838 1.39038
27 H 2.06924 -0.22940 0.69937
28 H 0.41985 0.64569 -7.02995
29 H 0.86442 1.87686 -5.04952
30 H 0.49945 3.51092 -3.25080
31 H -0.18485 -1.87294 4.02123
32 H -2.70158 3.00580 2.94869
33 H -1.12211 1.74353 4.40577
34 H -0.38596 0.16566 4.59568
35 H -3.64422 2.66431 1.45878
36 H 3.91527 -2.98134 3.39632
37 H -0.15124 -1.69894 -7.09942
38 H -0.72762 3.05981 -1.50349
39 H 0.03177 -2.49162 -2.93343
40 H 1.80971 -3.14330 4.70084
41 H -2.15700 1.49223 -0.36193

# C16H20Cl4F4NO4S

A molecular structure, C16H20Cl4F4NO4S (wB97M-V/def2-TZVPD, the Open Molecules 2025 dataset).

Properties
spin multiplicity	1
energy relative to the best compared isomer or geometry (same formula, charge and spin)	0.00	kJ/mol
charge	+1
E	-98379.093	eV

Atoms and positions in Å:
1 Cl -0.43331 -4.08197 0.67896
2 Cl 2.05330 2.87915 1.90450
3 Cl 0.08864 -6.81446 1.59864
4 Cl -2.16270 -6.26062 -0.15198
5 S 1.37388 4.05154 -0.96397
6 F 0.11669 6.24653 -0.45633
7 F 1.57707 5.80614 1.03588
8 F 0.77998 0.71471 3.38966
9 F -0.32562 4.66598 0.97802
10 O 0.70329 4.30798 -2.21456
11 O 2.77721 4.25295 -1.15071
12 O 0.20418 -0.90051 -4.82777
13 O -1.22433 -2.17551 -0.15174
14 N 0.47057 1.56100 -1.45442
15 C 0.00861 0.05148 -3.80451
16 C -2.78292 0.59918 1.78793
17 C -2.14576 -1.74655 0.85512
18 C 0.64300 5.26152 0.26903
19 C 1.31424 -0.12369 2.41064
20 C 2.85531 -0.25859 2.58713
21 C 0.12351 -1.84636 0.18168
22 C 1.31721 1.80248 0.75103
23 C -2.80430 -0.36225 0.53753
24 C 1.03607 2.32677 -0.49558
25 C 0.18311 0.27563 -1.28402
26 C -1.15342 -5.63511 1.15179
27 C 1.00863 0.41945 1.01163
28 C 1.44749 -0.35339 -4.21992
29 C 0.44506 -0.35908 -0.02990
30 C -0.46217 -0.54279 -2.38992
31 H 3.11535 -0.57819 3.60991
32 H 0.82592 -2.40845 -0.46676
33 H 1.92053 0.38558 -4.87545
34 H 1.97325 -1.13509 -3.66604
35 H -1.69016 -1.75443 1.86740
36 H -1.55113 -0.36696 -2.39231
37 H -0.33209 1.07893 -4.07271
38 H -3.85199 -0.46046 0.21466
39 H 0.33433 -2.18793 1.20319
40 H -3.66341 1.25678 1.69441
41 H -2.24658 0.17164 -0.25442
42 H 0.89947 -1.12151 2.61283
43 H 3.38280 0.68385 2.38676
44 H -1.88707 1.24677 1.80746
45 H -2.79063 0.00068 2.71271
46 H 3.18112 -1.07224 1.91048
47 H -0.16760 -1.59837 -2.40727
48 H -2.97240 -2.48342 0.90193
49 H 0.27067 2.04459 -2.33787
50 H -1.78290 -5.46340 2.01727

# C16H20CoF12N3O17

A molecular structure, C16H20CoF12N3O17 (wB97M-V/def2-TZVPD, the Open Molecules 2025 dataset).

Properties
spin multiplicity	4
energy relative to the best compared isomer or geometry (same formula, charge and spin)	268.09	kJ/mol
charge	-1
E	-126422.150	eV

Atoms and positions in Å:
1 Co -0.13772 0.10776 -1.41377
2 F -0.07400 1.89507 2.11791
3 F -3.44829 0.47535 1.31428
4 F -4.78148 1.46031 -0.11827
5 F -0.66453 -3.75811 -2.99679
6 F -4.14955 2.60380 1.62358
7 F -1.69969 -3.69451 -1.06343
8 F 3.88270 -1.47953 -3.75548
9 F 0.80736 3.73908 2.86039
10 F 5.87516 -1.23525 -2.76342
11 F -0.88286 2.83770 3.84860
12 F -2.82918 -4.43670 -2.77507
13 F 4.28808 0.12006 -2.28184
14 O -0.52649 -0.71247 0.71237
15 O -0.56353 1.01004 -3.23924
16 O -1.81965 1.37702 -0.70283
17 O 2.16909 1.15093 3.58392
18 O -3.55796 -2.01157 -3.17174
19 O 2.68821 2.75851 0.23015
20 O 0.72331 -1.74335 -0.54059
21 O 1.15083 -1.70259 1.60147
22 O 3.53517 -3.19528 -1.84026
23 O -2.11908 3.50801 0.29099
24 O 1.00166 -0.23284 -3.14481
25 O 4.15442 -1.71141 -0.21323
26 O -1.69477 -1.19710 -2.11042
27 O 2.71515 0.67080 0.61121
28 O 0.68112 0.57478 -5.01364
29 O 1.24244 1.41229 -0.63363
30 O 1.17727 2.19456 5.36413
31 N 2.24143 1.63228 0.02798
32 N 0.41422 0.44331 -3.86422
33 N 0.41422 -1.50598 0.60865
34 C 0.22620 2.56945 3.21922
35 C 2.09721 1.66842 6.26762
36 C 1.30815 0.52411 7.02807
37 C -5.81682 -1.24913 -3.17059
38 C -4.33197 -0.83392 -3.09495
39 C 1.27655 1.83508 4.11434
40 C -0.85647 4.01710 -0.05852
41 C -2.32174 -2.13840 -2.67380
42 C 2.52657 -5.31512 -1.71161
43 C 3.10424 -4.18161 -0.91567
44 C 4.10355 -2.04389 -1.44513
45 C -1.87982 -3.54450 -2.37910
46 C 4.55370 -1.15209 -2.61063
47 C -2.47185 2.14997 0.01779
48 C -3.73644 1.65229 0.72771
49 C -0.65309 5.38955 0.46551
50 H -6.25560 -1.97399 -2.48492
51 H 0.20926 5.85929 -0.00755
52 H 2.13310 -6.07080 -1.03174
53 H -4.05094 -0.09624 -3.84659
54 H 1.93991 -0.16784 7.58502
55 H 0.58496 0.98502 7.70087
56 H -6.02415 -1.66922 -4.15479
57 H 2.99943 1.24190 5.82924
58 H 3.90119 -4.57968 -0.28757
59 H -0.79363 4.03069 -1.14662
60 H -4.07799 -0.41919 -2.11945
61 H -6.38576 -0.32014 -3.13329
62 H 2.36305 -3.68054 -0.29304
63 H -0.15100 3.23413 0.21963
64 H 3.31110 -5.77323 -2.31388
65 H 1.76527 -5.03888 -2.44115
66 H -0.50780 5.27473 1.53967
67 H 2.54943 2.43470 6.89722
68 H -1.45248 6.05775 0.14521
69 H 0.60190 -0.03049 6.41023

# C16H20CuIN7O2S

A molecular structure, C16H20CuIN7O2S (wB97M-V/def2-TZVPD, the Open Molecules 2025 dataset).

Properties
spin multiplicity	2
charge	+2
E	-95004.362	eV

Atoms and positions in Å:
1 I -2.30403 6.05307 0.02382
2 Cu -0.97515 0.18085 0.80109
3 S -0.26213 -0.07601 3.51615
4 O 5.10390 2.18495 -1.84521
5 O 1.11179 -4.48545 -3.75999
6 N -1.34388 2.11534 1.28799
7 N -2.19993 1.00612 4.98386
8 N -0.77503 -1.54043 -0.29978
9 N -2.88309 -0.00716 3.05799
10 N 0.63391 0.69203 -0.28018
11 N -2.52239 -0.67408 1.88187
12 N -0.71427 2.84062 2.22652
13 C 1.29580 1.85322 -0.20837
14 C 2.45422 2.09073 -0.91539
15 C 0.28481 -1.51168 -1.13054
16 C -1.55262 -2.63153 -0.31469
17 C 2.96218 1.09344 -1.73833
18 C -1.85182 0.36113 3.87676
19 C 1.10587 -0.27793 -1.08207
20 C 4.21727 1.34227 -2.54155
21 C 0.06162 -4.84878 -2.89981
22 C -0.90501 4.15635 2.03881
23 C 2.26759 -0.10833 -1.81164
24 C -1.90841 2.99836 0.46157
25 C -1.32433 -3.71534 -1.12962
26 C -1.66403 4.30462 0.89439
27 C -0.23459 -3.69084 -1.99359
28 C 0.57096 -2.56127 -1.98435
29 H -2.40932 -2.65297 0.34480
30 H -3.81983 -0.13930 3.40983
31 H -3.30479 -0.71001 1.23054
32 H 2.64130 -0.90290 -2.44159
33 H 4.67057 0.39464 -2.83916
34 H -1.99627 -4.56236 -1.08951
35 H -1.48474 1.23175 5.65633
36 H -2.26075 -1.63402 2.10958
37 H -0.50986 4.88663 2.72582
38 H -0.34610 2.35260 3.03773
39 H 1.30668 -5.21222 -4.36044
40 H 3.92523 1.86118 -3.45950
41 H -0.85121 -5.10907 -3.44671
42 H 5.81453 1.66984 -1.45185
43 H -3.14780 1.28746 5.18240
44 H 0.88216 2.61541 0.43494
45 H -2.46277 2.67349 -0.40533
46 H 0.32620 -5.70891 -2.27251
47 H 2.96978 3.03567 -0.81789
48 H 1.40779 -2.52116 -2.66318